[1]
Below is an isolated molecule of C5H9NO, with properties calculated with ωB97M-V/def2-TZVPD.

Structure (XYZ):
```
16
Properties=species:S:1:pos:R:3:forces:R:3
C -1.746343 -0.457633 0.020283 0.09 -0.03 -0.02
C -1.075779 0.679672 0.751273 -0.30 -0.03 0.02
N -0.009261 0.475395 1.703444 0.05 -0.20 0.09
C 0.314518 1.226216 0.469788 0.30 0.24 -0.29
C 1.078365 0.820146 -0.681920 -0.07 0.02 0.41
C 1.792635 -0.496611 -0.623035 0.01 0.03 0.15
O 1.059624 -1.254864 -1.580960 0.01 0.00 -0.32
H -2.340527 -0.077582 -0.817862 0.14 -0.04 0.12
H -2.437809 -0.956362 0.710375 0.13 0.06 -0.10
H -1.034862 -1.190875 -0.370571 -0.07 0.12 0.09
H -1.772950 1.458404 1.059791 0.13 -0.09 -0.06
H 0.327943 -0.483813 1.617655 -0.02 0.14 0.03
H 0.360202 2.304394 0.622975 -0.07 -0.09 0.00
H 0.852768 -0.608608 -2.278902 0.01 -0.25 -0.05
H 2.847411 -0.365533 -0.916971 -0.21 0.04 0.08
H 1.784065 -1.072349 0.314634 -0.11 0.06 -0.12
```
Positions in Å, forces in eV/Å.

Computed properties:
- E_LUMO: -0.4635 eV
- Energy above the lowest of the compared OMol25 structures with the same formula, charge and spin: 545.8 kJ/mol
- Spin multiplicity: 1
- Orbital gap: 8.060 eV
- HOMO level: -8.52 eV
- Total energy: -8863.5554 eV

***

[2]
Below is a structure of composition C28H29ClN6O2S4Ti at a distorted geometry, with properties calculated with ωB97M-V/def2-TZVPD.

Structure (XYZ):
```
71
Properties=species:S:1:pos:R:3:forces:R:3
Ti -0.451748 -1.259011 0.585424 0.83 1.17 0.01
C 1.550842 -0.819426 3.901253 -0.01 -0.01 -0.01
C 2.700307 -0.839832 2.908069 0.01 -0.02 0.01
S 2.295410 -2.043618 1.627490 -0.16 0.02 -0.10
C 3.462034 -1.600788 0.327648 0.05 0.05 0.01
C 3.406315 -0.156952 -0.164129 -0.04 -0.05 0.04
S 1.720834 0.491532 -0.372242 -0.10 -0.09 -0.16
C 1.942572 2.138537 0.348882 -0.02 0.01 -0.03
C 0.655910 2.950021 0.262196 -0.01 0.00 -0.01
S -0.854187 2.122571 0.825188 0.00 -0.08 0.00
C -0.792151 2.364951 2.613634 -0.01 0.03 0.01
C 0.261240 1.575979 3.374788 -0.04 -0.01 -0.05
S 0.008545 -0.205612 3.180827 -0.11 -0.05 0.05
H 1.785240 -0.202653 4.768549 -0.01 0.01 0.01
H 1.338043 -1.824286 4.267795 0.01 -0.01 0.00
H 3.626017 -1.124952 3.409784 0.00 -0.01 -0.01
H 2.837588 0.145054 2.460166 -0.01 0.00 0.01
H 3.264382 -2.299865 -0.480339 -0.01 -0.01 -0.03
H 4.473998 -1.816964 0.671511 0.00 0.00 0.01
H 3.921768 -0.082055 -1.121362 0.02 -0.01 -0.04
H 3.911983 0.508194 0.535121 0.01 0.01 0.02
H 2.719951 2.644566 -0.225878 0.01 0.01 0.00
H 2.294972 2.043907 1.374349 0.00 0.00 0.02
H 0.457071 3.205701 -0.780521 0.01 0.01 -0.01
H 0.768269 3.892058 0.802158 0.00 -0.01 0.00
H -1.791407 2.090932 2.959144 0.02 0.00 0.01
H -0.664292 3.429073 2.818789 -0.01 0.00 -0.01
H 0.172921 1.799635 4.438395 0.01 0.00 0.03
H 1.267558 1.840792 3.058024 0.00 0.00 -0.02
Cl -6.145452 -2.977043 4.961986 -0.01 0.00 0.01
C -4.969077 -2.374479 3.848760 -0.03 0.01 0.01
C -5.275235 -1.254712 3.059588 -0.03 0.00 0.02
C -4.364654 -0.748484 2.163984 -0.03 0.10 0.00
C -3.100458 -1.339572 2.023142 -0.02 0.00 -0.05
O -2.238402 -0.836834 1.170158 0.00 -0.07 -0.18
C -2.804606 -2.473365 2.813625 -0.07 0.06 -0.06
C -1.565203 -3.142911 2.653220 0.00 0.01 -0.13
O -0.674236 -2.806501 1.851146 -0.04 -0.60 0.15
C -3.751750 -2.980633 3.725910 0.05 -0.08 0.05
H -6.249002 -0.791825 3.165042 0.04 -0.02 -0.01
H -4.601683 0.114226 1.554487 0.00 -0.03 0.01
H -1.374964 -4.032245 3.259833 0.02 -0.05 0.06
H -3.509332 -3.853215 4.321976 -0.02 0.03 -0.02
C -3.022613 -1.130326 -3.100755 -0.07 -0.05 -0.05
C -2.333236 -1.345421 -1.929273 0.03 0.07 0.08
N -1.437540 -0.470947 -1.447639 0.01 -0.26 0.28
C -1.200595 0.631216 -2.148528 0.04 -0.04 0.00
C -1.837218 0.936145 -3.345025 -0.05 -0.01 -0.02
C -2.783751 0.034493 -3.810348 0.01 0.07 -0.10
C -1.576971 2.204147 -4.052009 -0.05 0.00 -0.05
C -0.405206 2.792431 -4.284646 0.06 0.00 -0.02
C 0.945077 2.269889 -3.985073 0.05 0.00 0.05
C 1.987739 3.150877 -3.708948 -0.02 -0.01 -0.03
C 3.229521 2.596771 -3.446637 -0.02 0.01 0.03
N 3.441398 1.284101 -3.459743 -0.06 -0.06 0.02
C 2.385763 0.528709 -3.761108 0.00 0.09 0.02
N 1.152759 0.950456 -4.018522 0.01 -0.03 0.00
H -3.738513 -1.862033 -3.447205 0.01 0.01 0.00
H -2.507069 -2.239580 -1.344986 0.01 -0.04 0.03
H -0.461259 1.310994 -1.753846 0.01 0.02 0.01
H -3.316890 0.233604 -4.732728 0.01 0.01 0.03
H -2.465824 2.712461 -4.413868 0.02 -0.01 0.02
H -0.418804 3.761433 -4.772894 0.00 -0.01 0.03
H 1.836372 4.223024 -3.715366 0.01 -0.03 0.01
H 4.086804 3.224993 -3.224013 -0.03 -0.01 0.00
H 2.555321 -0.542744 -3.800935 0.02 0.02 -0.01
N 0.496978 -2.418973 -0.804491 -0.23 -0.19 0.08
C 1.077762 -2.894281 -1.710491 -0.01 0.14 -0.09
N 1.651643 -3.415671 -2.706327 0.22 0.02 0.03
C 2.939444 -3.123871 -2.916814 -0.08 -0.01 0.05
N 4.052975 -2.871793 -3.105352 -0.21 -0.01 0.01
```
Positions in Å, forces in eV/Å.

Computed properties:
- E_LUMO (spin up / spin down): -3.5692 / -3.6365 eV
- Energy above the lowest of the compared OMol25 structures with the same formula, charge and spin: 48.0 kJ/mol
- Spin multiplicity: 2
- Charge: +1
- Orbital gap (spin up / spin down): 7.369 / 7.628 eV
- HOMO level (spin up / spin down): -10.94 / -11.26 eV
- Total energy: -121517.8146 eV

***

[3]
Below is an isolated molecule of C4H11NO, with properties calculated with ωB97M-V/def2-TZVPD.

Structure (XYZ):
```
17
Properties=species:S:1:pos:R:3:forces:R:3
C 0.428887 -0.373375 0.282358 -0.31 -0.07 -0.19
C -0.829421 -1.216419 0.524785 0.31 0.19 -0.08
C 0.991037 -0.629256 -1.122175 -0.05 0.07 0.51
C -0.884586 1.686048 -0.208161 -0.02 -0.05 -0.06
N 0.147205 1.029634 0.568212 0.30 0.08 0.14
O 1.447248 -0.756321 1.182629 0.31 -0.16 0.01
H 1.154757 -0.525437 2.071871 -0.07 0.08 -0.02
H 1.019652 1.544263 0.482759 -0.06 -0.12 0.02
H -0.541419 -2.262285 0.591320 0.02 -0.07 -0.04
H 1.885120 -0.028680 -1.272587 0.09 0.06 -0.03
H 1.260914 -1.676869 -1.212105 0.02 -0.13 -0.09
H -1.299139 -0.917031 1.459083 -0.06 0.02 0.09
H -1.541622 -1.101191 -0.286311 -0.16 -0.01 -0.07
H 0.255334 -0.382587 -1.882115 -0.06 0.02 -0.09
H -0.702099 1.685665 -1.291457 -0.06 0.00 0.00
H -0.950633 2.719832 0.127792 -0.09 0.01 -0.05
H -1.841235 1.204009 -0.015901 -0.09 0.07 -0.04
```
Positions in Å, forces in eV/Å.

Computed properties:
- E_LUMO: 1.0445 eV
- Energy above the lowest of the compared OMol25 structures with the same formula, charge and spin: 53.8 kJ/mol
- Spin multiplicity: 1
- SMILES: CNC(C)(C)O
- Orbital gap: 10.038 eV
- HOMO level: -8.99 eV
- Total energy: -7863.9958 eV

***

[4]
Below is a cluster of 11 separate species, H22O11 in total at a distorted geometry, with properties calculated with ωB97M-V/def2-TZVPD.

Structure (XYZ):
```
33
Properties=species:S:1:pos:R:3:forces:R:3
H -0.135200 0.174646 0.828362 -1.11 -1.07 -1.25
H -1.571456 0.262121 0.467320 -0.95 0.37 -0.08
H 2.149124 0.045392 -2.257153 0.04 1.19 -2.37
H 1.645979 -0.929671 -1.343878 -0.21 0.18 0.77
H -0.566334 -1.600254 5.229916 0.57 -0.10 -0.09
H 0.987977 -1.727594 4.740370 -3.16 0.69 -0.49
H -1.329037 -2.760569 0.682877 -0.63 0.55 -1.28
H -1.022567 -3.534205 -0.504654 0.72 -1.33 -0.89
H 3.603871 -2.219292 -1.570332 -2.04 -0.98 1.51
H 2.045302 -2.619498 -1.416731 0.64 -0.33 -0.07
H -4.023943 -0.328002 0.155141 1.79 -0.44 -0.43
H -4.809009 -0.029959 1.496700 0.04 -0.51 -2.83
H 0.385345 2.737631 -3.415704 0.53 -0.17 0.04
H 1.201197 1.638135 -2.714984 -0.21 0.15 0.03
H 0.100572 2.311685 1.840607 -3.16 2.69 1.95
H 1.515440 2.064436 1.740839 -0.88 -0.96 -0.74
H -0.205784 3.863119 0.176023 0.07 -3.60 1.49
H -0.375547 5.299995 0.464019 0.26 -0.65 -1.21
H -0.926387 2.625597 -2.313981 0.30 0.23 1.64
H -2.445535 2.245305 -2.768469 2.68 0.58 -0.38
H 1.497673 -3.472581 1.389810 -0.51 0.66 0.89
H 2.500508 -3.603913 0.278462 -0.28 -0.54 0.28
O -0.841588 -0.311460 0.281318 2.11 0.86 1.31
O 2.304451 -0.232784 -1.392503 0.00 -0.33 1.44
O 0.016857 -1.474643 4.466722 2.60 -0.60 0.57
O -1.579978 -2.815111 -0.278107 -0.15 0.39 2.00
O 2.905891 -2.670790 -0.973512 1.90 0.65 -1.87
O -4.882465 -0.187545 0.484182 -1.81 0.87 3.24
O 1.036761 2.585304 -2.710116 0.24 0.24 -0.20
O 0.633488 1.706660 1.450796 4.16 -1.50 -1.00
O -0.175824 4.652643 -0.261162 -0.31 4.23 -0.35
O -1.478091 2.419466 -3.043582 -3.65 -0.86 -1.11
O 1.838306 -4.114265 0.791407 0.41 -0.59 -0.53
```
Positions in Å, forces in eV/Å.

Computed properties:
- E_LUMO: -0.1299 eV
- Energy above the lowest of the compared OMol25 structures with the same formula, charge and spin: 397.7 kJ/mol
- Spin multiplicity: 1
- SMILES: O.O.O.O.O.O.O.O.O.O.O
- Orbital gap: 10.576 eV
- HOMO level: -10.71 eV
- Total energy: -22877.3923 eV

***

[5]
Below is the ion C4H13N2 with charge +1, with properties calculated with ωB97M-V/def2-TZVPD.

Structure (XYZ):
```
19
Properties=species:S:1:pos:R:3:forces:R:3
C -1.957737 0.215558 0.009033 0.20 0.60 -0.32
C -0.633255 0.806759 -0.525069 -0.20 -0.69 0.08
C 0.419362 0.928489 0.581214 0.35 0.12 -0.43
C 0.779464 -0.399465 1.233375 0.08 0.19 -0.67
N 1.615571 -1.175089 0.236801 -0.13 -0.17 0.24
N -0.087047 -0.077212 -1.602393 -0.16 0.02 0.09
H -2.057740 -0.840268 -0.234049 0.03 -0.13 0.19
H -2.816157 0.735270 -0.416902 0.06 -0.10 -0.14
H -2.025075 0.373144 1.078975 -0.08 -0.18 0.25
H -0.824389 1.794211 -0.925943 -0.01 0.26 -0.03
H 1.332343 1.357002 0.149032 0.03 0.00 0.00
H 0.117666 1.659453 1.320726 -0.27 -0.04 0.29
H -0.104474 -1.008147 1.414553 0.11 0.03 0.33
H 1.400020 -0.255777 2.106414 -0.18 -0.14 0.37
H 1.706347 -2.159709 0.484611 0.18 0.07 0.07
H 2.534145 -0.745300 0.152346 0.11 -0.16 -0.05
H 0.327311 0.473922 -2.346593 0.07 0.01 0.03
H -0.841163 -0.599429 -2.034884 -0.01 0.05 -0.04
H 1.114806 -1.083413 -0.681247 -0.19 0.26 -0.27
```
Positions in Å, forces in eV/Å.

Computed properties:
- E_LUMO: -3.1245 eV
- Energy above the lowest of the compared OMol25 structures with the same formula, charge and spin: 32.2 kJ/mol
- Spin multiplicity: 1
- Charge: +1
- SMILES: C[C@H](N)CC[NH3+]
- Orbital gap: 11.174 eV
- HOMO level: -14.30 eV
- Total energy: -7333.1530 eV

***

[6]
Below is a structure of composition C12H21N5O3 at a distorted geometry, with properties calculated with ωB97M-V/def2-TZVPD.

Structure (XYZ):
```
41
Properties=species:S:1:pos:R:3:forces:R:3
C -2.591561 1.496293 -0.104257 -0.57 -0.34 -0.99
C -1.211991 2.084718 -0.394110 0.75 0.98 1.24
C -2.874409 0.404813 -1.200859 0.30 -0.01 1.20
C -3.507527 -0.779456 -0.601891 -0.52 1.38 0.18
C -4.851946 -1.101242 -0.625310 1.94 0.53 -0.61
C -3.586695 -2.590964 0.482463 0.18 -0.10 0.63
C 0.172239 0.077299 0.403706 1.99 -0.01 1.18
C 0.403202 0.257823 1.904017 -0.81 0.86 0.66
C 1.416965 -0.696152 -0.107844 -0.07 -0.28 -0.32
C 2.729697 0.031574 0.070658 0.29 0.01 0.47
C 3.909013 -0.699036 -0.582504 -1.13 -1.60 0.43
C 5.335663 -0.232910 -0.080292 -0.78 0.08 1.39
H -3.895402 3.027584 -0.695822 0.37 -0.81 0.34
H -3.938289 2.898047 0.885278 0.83 -0.32 0.73
H -2.449030 1.018336 0.831649 0.03 -0.90 0.91
H -1.872909 0.044650 -1.454405 -0.28 0.24 -1.05
H -3.551040 0.706281 -2.013429 0.90 0.56 0.02
H -5.721288 -0.656118 -1.065581 0.00 0.07 -0.09
H -3.279971 -3.528176 1.070942 -1.00 1.65 -1.08
H -5.599169 -2.995748 0.118896 1.02 1.84 -0.25
H 0.832190 1.801613 -0.323060 -0.18 1.06 -0.36
H -0.668780 -0.535680 0.348948 -1.55 -1.21 -0.23
H 1.628152 -1.676578 0.372432 -1.06 0.49 -0.17
H 1.222171 -0.842821 -1.153618 0.01 -0.40 -0.72
H 2.668349 0.991114 -0.447909 0.13 0.51 0.74
H 2.855063 0.028746 1.187883 0.35 0.83 -1.09
H 3.857659 -0.529359 -1.731789 0.28 -0.46 1.90
H 3.608228 -1.888363 -0.362263 1.67 2.86 -0.74
H 5.741322 -0.733377 1.094946 -1.62 1.48 -3.61
H 5.403629 1.058616 0.083534 -0.21 -3.84 -0.68
H 6.396611 -0.022621 -2.189781 -0.88 -3.16 4.11
H 7.080363 -0.524212 -0.555496 0.01 -1.29 -1.70
H -0.190934 1.087056 3.450966 -0.24 0.57 -1.69
N -3.764683 2.342251 0.068203 -0.18 0.87 -1.90
N -2.745688 -1.626386 0.155979 -0.89 -0.90 -0.58
N -4.849797 -2.251745 0.035846 -1.40 -5.43 2.34
N -0.043210 1.317719 -0.294131 -0.51 -0.93 -0.08
N 6.242231 -0.893090 -1.101407 2.43 5.41 -1.00
O -1.082629 3.268463 -0.570552 -0.04 0.93 -0.73
O 1.107116 -0.386278 2.627224 0.52 -0.92 -0.13
O -0.332922 1.247309 2.462743 -0.13 -0.27 1.34
```
Positions in Å, forces in eV/Å.

Computed properties:
- E_LUMO: 0.7051 eV
- Energy above the lowest of the compared OMol25 structures with the same formula, charge and spin: 546.3 kJ/mol
- Spin multiplicity: 1
- Orbital gap: 9.242 eV
- HOMO level: -8.54 eV
- Total energy: -26373.7896 eV

***

Among the records above, which one has the lowest total energy?
C28H29ClN6O2S4Ti

***

Number 6 is which compound?
C12H21N5O3